Arrangement w

38
Properties=species:S:1:pos:R:3 method="wB97M-V/def2-TZVPD" homo_energy_ev=-9.7 gap_ev=10.47 smiles=COC[C@H](C)N.CC(C)O.O.O.O
C 2.37 -2.14 0.24
O 1.05 -1.92 -0.30
C 0.22 -3.00 -0.08
C -1.15 -2.47 0.12
C -2.24 -3.47 0.11
N -1.46 -1.31 -0.85
H 2.82 -2.92 -0.38
H 2.29 -2.52 1.29
H 2.84 -1.14 0.21
H 0.21 -3.78 -0.93
H 0.54 -3.62 0.72
H -1.10 -2.03 1.15
H -2.56 -3.53 -0.95
H -3.11 -3.10 0.61
H -1.93 -4.42 0.56
H -1.34 -1.73 -1.79
H -0.72 -0.60 -0.76
C 1.82 1.42 -1.35
C 1.70 2.56 -0.32
C 1.64 3.90 -0.99
O 0.52 2.48 0.43
H 1.02 1.50 -2.07
H 1.76 0.42 -0.90
H 2.76 1.57 -2.01
H 2.58 2.61 0.31
H 0.62 4.10 -1.25
H 2.21 3.88 -1.94
H 2.05 4.64 -0.36
H 0.44 1.61 0.92
O -2.39 3.32 0.80
H -1.44 3.47 0.80
H -2.74 4.23 0.60
O 0.06 0.19 1.70
H -0.88 -0.01 1.78
H 0.47 -0.56 1.21
O -2.80 0.54 1.48
H -3.21 0.25 0.65
H -2.91 1.55 1.52

Arrangement x

38
Properties=species:S:1:pos:R:3 method="wB97M-V/def2-TZVPD" homo_energy_ev=-8.4 gap_ev=8.76 smiles=CCN1CCC[C@@H]1C.O.O.O.O.O
C 1.34 0.74 2.09
C -0.18 0.66 1.93
N -0.68 1.06 0.61
C -0.43 2.49 0.45
C 0.41 2.76 -0.83
C 0.26 1.45 -1.59
C -0.16 0.37 -0.60
C -1.24 -0.58 -1.15
H 1.79 1.73 1.96
H 1.82 0.12 1.34
H 1.71 0.39 3.06
H -0.42 -0.40 2.04
H -0.69 1.19 2.73
H 0.18 2.91 1.26
H -1.31 3.14 0.38
H -0.03 3.60 -1.33
H 1.46 2.94 -0.59
H -0.46 1.53 -2.40
H 1.16 1.09 -2.09
H 0.69 -0.26 -0.31
H -0.95 -1.62 -1.19
H -1.53 -0.35 -2.18
H -2.14 -0.69 -0.54
O 1.33 -2.67 0.62
H 0.44 -3.02 0.82
H 1.25 -2.56 -0.34
O 3.42 -1.25 -0.34
H 3.98 -0.81 0.32
H 3.01 -1.92 0.21
O -4.15 1.79 0.24
H -3.58 1.08 -0.08
H -3.53 2.47 0.52
O 0.61 -2.99 -2.52
H 1.47 -3.34 -2.79
H 0.09 -3.05 -3.33
O -1.39 -2.75 0.93
H -1.60 -1.89 1.31
H -1.97 -3.37 1.38

arrangement x wins, 4.8 kcal/mol ahead of the next structure.

Arrangement w

14
Properties=species:S:1:pos:R:3 method="wB97M-V/def2-TZVPD" total_charge=-1 homo_energy_ev=-4.9 gap_ev=8.93
O 0.50 -0.86 1.15
H 0.46 -1.81 1.03
O 2.75 0.93 0.89
H 2.29 0.56 0.14
H 2.24 0.59 1.62
O -0.84 1.37 0.82
H -0.68 1.55 -0.10
H -0.46 0.45 0.90
O 0.28 -0.94 -1.50
H 0.30 0.00 -1.74
H 0.26 -0.89 -0.50
O -2.70 -0.13 -0.98
H -2.33 -0.86 -1.47
H -2.06 0.03 -0.27

Arrangement x

14
Properties=species:S:1:pos:R:3 method="wB97M-V/def2-TZVPD" total_charge=-1 homo_energy_ev=-5.1 gap_ev=9.23
O -0.66 -0.50 -0.30
H -0.30 -1.28 -0.74
O -2.33 0.85 -1.68
H -3.05 0.91 -1.05
H -1.71 0.15 -1.29
O -1.69 -0.28 2.53
H -0.88 0.18 2.79
H -1.54 -0.41 1.58
O 1.42 1.17 -0.13
H 0.74 0.44 -0.25
H 1.47 1.70 -0.94
O 3.22 -1.10 -0.35
H 2.84 -0.22 -0.14
H 2.45 -1.60 -0.05

arrangement x wins, 5.9 kcal/mol ahead of the next structure.

Arrangement w

22
Properties=species:S:1:pos:R:3 method="wB97M-V/def2-TZVPD" homo_energy_ev=-10.4 gap_ev=11.05 smiles=OCCCO.O.O.O
O 0.74 1.05 -0.03
C 2.02 0.47 0.24
C 1.96 -1.04 0.34
C 1.75 -1.70 -1.00
O 0.73 -2.72 -0.91
H 0.21 0.42 -0.56
H 2.60 0.79 -0.64
H 2.40 1.09 1.10
H 2.85 -1.43 0.85
H 1.03 -1.17 0.96
H 1.47 -0.99 -1.82
H 2.68 -2.24 -1.28
H -0.14 -2.30 -0.88
O -3.35 1.27 0.67
H -3.83 0.70 1.29
H -2.46 1.37 1.08
O -1.02 1.68 1.87
H -0.19 1.82 1.35
H -1.05 2.56 2.28
O -1.57 0.23 -1.42
H -1.92 0.39 -2.30
H -2.10 0.82 -0.85

Arrangement x

22
Properties=species:S:1:pos:R:3 method="wB97M-V/def2-TZVPD" homo_energy_ev=-9.7 gap_ev=9.74 smiles="C=CCO.O.O.O.O"
C -0.82 0.60 -1.05
C -0.69 1.25 -2.20
C -1.83 1.45 -3.17
O -1.97 0.25 -3.94
H -0.02 0.24 -0.43
H -1.70 0.01 -0.81
H 0.21 1.82 -2.39
H -2.74 1.70 -2.63
H -1.56 2.22 -3.89
H -2.25 -0.48 -3.37
O 1.81 3.19 3.17
H 2.60 2.67 3.31
H 1.36 2.75 2.45
O 0.37 -3.60 1.58
H 0.76 -4.01 0.82
H 0.20 -4.19 2.31
O 0.19 -0.97 2.44
H 0.09 -1.88 2.12
H 0.39 -1.02 3.37
O 2.06 -0.48 0.52
H 1.41 -0.11 1.13
H 2.10 -1.43 0.66

arrangement w wins, 24.8 kcal/mol ahead of the next structure.

Arrangement w

51
Properties=species:S:1:pos:R:3 method="wB97M-V/def2-TZVPD" total_charge=+1 homo_energy_ev=-12.2 gap_ev=9.49
C 0.69 -0.11 1.25
C 0.79 1.24 0.52
C 2.05 1.62 -0.25
C 2.57 0.82 -1.18
C 2.21 3.14 -0.48
C 1.30 3.53 -1.64
N -0.02 -1.04 0.31
H 0.12 0.10 2.14
H 1.56 -0.62 1.64
H 0.82 2.01 1.31
H -0.13 1.43 -0.04
H 3.30 1.14 -1.93
H 2.28 -0.21 -1.41
H 1.92 3.56 0.48
H 3.22 3.38 -0.75
H 0.34 3.00 -1.66
H 0.83 4.52 -1.59
H 1.86 3.48 -2.57
H 0.26 -2.03 0.40
H -0.03 -0.77 -0.68
H -1.00 -1.10 0.59
H -2.89 0.52 0.98
H -3.95 -0.49 1.35
O -2.99 -0.37 1.34
H 3.60 -1.32 2.35
H 3.38 -1.76 3.81
O 3.07 -1.91 2.91
H 5.24 0.68 1.12
H 4.28 -0.35 0.61
O 4.68 -0.04 1.43
H -5.55 0.53 -1.18
H -4.33 -0.24 -0.94
O -5.25 -0.22 -0.65
H -2.05 1.40 -3.49
H -1.28 1.82 -4.65
O -1.12 1.61 -3.72
H 2.42 -3.00 1.58
H 1.41 -4.07 1.91
O 1.81 -3.64 1.15
H -1.48 -1.10 -2.73
H -0.57 0.04 -3.14
O -0.58 -0.77 -2.58
H -2.01 -0.34 3.12
H -1.68 0.56 4.42
O -1.48 0.37 3.50
H -2.84 -2.60 -2.09
H -4.12 -1.96 -2.53
O -3.27 -1.74 -2.10
H -2.53 -3.61 1.60
H -2.60 -2.13 1.26
O -2.25 -2.98 0.92

Arrangement x

51
Properties=species:S:1:pos:R:3 method="wB97M-V/def2-TZVPD" total_charge=+1 homo_energy_ev=-11.6 gap_ev=9.00
C 1.40 1.28 0.98
C 0.37 2.44 0.73
C -1.09 1.88 0.39
C -2.10 0.09 -2.96
C -2.05 0.98 -1.69
C -0.96 1.10 -0.90
N 0.99 0.02 1.68
H 1.75 0.86 -0.01
H 2.30 1.80 1.35
H 0.38 2.97 1.71
H 0.72 3.09 -0.15
H -1.51 1.44 1.21
H -1.73 2.76 0.14
H -1.33 -0.50 -3.50
H -3.08 -0.51 -3.05
H -2.11 0.93 -3.73
H -3.22 1.31 -1.56
H 0.05 0.75 -1.07
H 1.02 0.15 2.65
H 1.72 -0.80 1.60
H -0.01 -0.26 1.34
H 2.49 1.81 -2.35
H 0.93 1.75 -2.83
O 1.69 1.29 -2.50
H -0.02 -3.04 2.70
H -0.39 -2.47 1.33
O -0.14 -2.25 2.24
H -3.44 -1.16 1.17
H -4.26 -2.42 0.97
O -3.59 -1.89 0.57
H -3.24 -2.32 -1.25
H -2.85 -3.17 -2.33
O -2.44 -2.42 -1.84
H 1.61 -0.33 -1.98
H 2.15 -1.73 -2.23
O 1.67 -1.14 -1.57
H 0.34 -2.04 -0.87
H -1.17 -2.40 -0.58
O -0.25 -2.56 -0.34
H 1.19 3.04 3.34
H 1.39 2.07 4.35
O 1.17 2.09 3.45
H -3.30 -1.22 3.80
H -2.29 -2.03 2.98
O -2.78 -1.12 2.95
H 4.00 -0.72 0.83
H 2.79 -0.79 -0.08
O 3.60 -0.34 0.13
H 4.86 1.08 -2.41
H 4.44 1.13 -1.01
O 4.29 1.52 -1.79

arrangement w wins, 56.6 kcal/mol ahead of the next structure.

Arrangement w

20
Properties=species:S:1:pos:R:3 method="wB97M-V/def2-TZVPD" total_charge=+1 homo_energy_ev=-14.1 gap_ev=10.52
C -2.10 -0.91 0.44
C -2.25 0.49 0.55
C -0.81 -1.09 -0.05
C 3.75 -0.35 -0.21
C 3.46 0.22 0.78
C -0.08 -2.30 -0.47
C -0.83 2.51 -0.02
N -0.28 0.15 -0.37
N -1.21 1.13 0.07
H -2.70 -1.70 0.57
H -3.25 0.94 0.73
H 3.93 -1.09 -0.94
H 0.70 0.38 -0.71
H 3.28 1.03 1.45
H -0.60 -3.15 -0.51
H 0.33 -2.12 -1.42
H 0.87 -2.51 0.22
H 0.24 2.42 -0.27
H -1.53 3.05 -0.76
H -0.93 2.92 0.93

Arrangement x

20
Properties=species:S:1:pos:R:3 method="wB97M-V/def2-TZVPD" total_charge=+1 homo_energy_ev="-13.5 / -13.5" gap_ev="8.90 / 8.90"
C 1.09 0.84 -0.56
C 0.90 -0.51 -0.77
C -0.28 1.16 0.00
C 2.45 -0.25 1.03
C 2.50 0.62 -0.21
C -2.97 0.00 0.09
C -1.83 -0.76 -0.46
N -0.56 -0.21 0.11
N 2.22 -0.82 -0.28
H -0.15 1.71 0.91
H -0.94 1.77 -0.68
H 3.33 -0.58 1.37
H 1.62 -0.21 1.71
H 3.40 0.87 -0.70
H -2.74 0.48 0.98
H -3.23 0.77 -0.55
H -3.76 -0.74 0.26
H -2.05 -1.79 -0.16
H -1.81 -0.71 -1.51
H 2.79 -1.62 -0.58

arrangement w wins, 90.6 kcal/mol ahead of the next structure.

Arrangement w

6
Properties=species:S:1:pos:R:3 method="wB97M-V/def2-TZVPD" homo_energy_ev=-9.7 gap_ev=8.99
C -0.02 -0.58 0.21
O 1.17 1.65 -0.70
P 0.38 1.18 0.53
I -2.09 -0.13 -0.20
H -0.08 -1.40 0.80
H 0.64 -0.72 -0.64

Arrangement x

6
Properties=species:S:1:pos:R:3 method="wB97M-V/def2-TZVPD" homo_energy_ev=-9.6 gap_ev=8.73
C -0.37 0.13 -0.17
O 2.02 -0.73 0.34
P 0.71 -1.02 0.79
I -2.41 -0.34 -0.40
H 0.10 0.48 -1.08
H -0.05 1.49 0.51

arrangement w wins, 32.9 kcal/mol ahead of the next structure.

Arrangement w

14
Properties=species:S:1:pos:R:3 method="wB97M-V/def2-TZVPD" homo_energy_ev=-9.3 gap_ev=9.75 smiles=NCO.O.O
N -1.59 -1.97 0.03
C -1.89 -1.65 1.36
O -1.25 -0.47 1.67
H -1.05 -2.93 -0.02
H -0.97 -1.24 -0.37
H -1.77 -2.41 2.18
H -2.90 -1.30 1.32
H -0.63 -0.38 0.95
O 2.97 1.19 0.08
H 3.09 2.19 0.03
H 3.00 1.11 1.13
O 0.65 2.46 -2.71
H 0.82 3.36 -2.77
H 1.52 2.04 -2.87

Arrangement x

14
Properties=species:S:1:pos:R:3 method="wB97M-V/def2-TZVPD" homo_energy_ev=-9.5 gap_ev=10.26 smiles="C=N.O.O.O"
C -1.20 1.87 -1.57
N -1.76 0.98 -0.87
H -0.29 1.72 -2.15
H -1.72 2.74 -2.00
H -2.20 1.44 -0.07
O -0.08 -1.84 -0.47
H -0.27 -1.00 -0.04
H -0.90 -2.12 -0.89
O 0.21 0.17 1.74
H 0.80 -0.58 1.92
H 0.48 0.79 2.43
O 2.31 -1.61 1.01
H 2.88 -0.87 0.74
H 1.74 -1.69 0.22

arrangement x wins, 3.5 kcal/mol ahead of the next structure.